# C14H16AsCsI2O6PS

C14H16AsCsI2O6PS as an isolated structure (ωB97M-V with the def2-TZVPD basis set, the Open Molecules 2025 dataset).

The HOMO energy comes out at -5.22 eV. As for the net charge: -1. Its strongest force on any atom is 6.17 eV Å⁻¹. For the electronic energy, the calculation gives -124776.5797 eV. The value obtained for the HOMO-LUMO gap is 7.174 eV. For the relative energy (zero: lowest compared OMol25 entry of this formula, charge and spin), the calculation gives 277.03 kJ/mol.

```
42
Properties=species:S:1:pos:R:3:forces:R:3
Cs -0.2899 1.1018 -1.6108 -2.6 -2.7 -4.9
O 3.1363 2.4868 -0.7667 -0.4 0.3 0.2
As 2.3029 1.8391 0.6632 2.0 0.4 1.4
O 1.2153 0.6198 0.1796 1.6 0.8 2.1
O 3.5464 1.1816 1.5127 -0.2 0.3 0.3
C 1.7091 3.3013 1.7655 -0.3 0.3 -0.2
C 2.4360 3.5445 2.9209 0.0 0.0 0.0
C 2.0960 4.6365 3.7126 0.0 0.0 0.0
C 1.0551 5.4795 3.3451 0.0 0.0 0.0
C 0.3264 5.2335 2.1880 0.0 0.0 -0.1
C 0.6628 4.1396 1.4129 0.1 -0.2 0.1
S -0.3037 3.5926 0.0442 -0.7 0.9 0.2
O -0.9160 2.3622 0.5396 -0.6 0.8 1.0
O -1.2326 4.6357 -0.3094 0.0 0.2 0.1
O 0.6521 3.2523 -1.0188 0.8 2.3 0.9
H 4.0416 2.5692 -0.4351 0.1 -0.3 -0.1
H 3.2483 2.8770 3.1769 0.0 0.0 0.0
H 2.6511 4.8266 4.6227 0.0 0.0 0.0
H 0.7993 6.3258 3.9705 0.0 0.0 0.0
H -0.4982 5.8621 1.8798 0.0 0.0 0.0
C -2.0145 -2.5912 1.1582 0.0 0.0 -0.1
P -1.7093 -1.6901 -0.4243 -0.3 -0.6 0.3
C -3.4590 -1.3956 -0.9257 0.1 0.0 0.0
C -1.2630 -3.1351 -1.4666 0.0 0.0 0.0
C -2.1397 -3.7703 -2.3459 0.1 0.0 0.0
C -1.7131 -4.8455 -3.1161 0.0 0.0 0.0
C -0.4084 -5.3045 -3.0106 0.0 0.0 0.0
C 0.4722 -4.6848 -2.1343 0.0 0.0 0.0
C 0.0500 -3.6019 -1.3773 0.0 0.0 0.0
H -2.6689 -3.4498 0.9965 0.0 0.0 0.0
H -2.4651 -1.9147 1.8853 0.0 0.0 0.0
H -1.0567 -2.9384 1.5449 0.0 0.0 0.1
H -4.0906 -2.2719 -0.7686 0.0 0.0 0.0
H -3.5039 -1.1033 -1.9759 0.0 0.0 0.0
H -3.8426 -0.5674 -0.3280 0.0 0.0 0.0
H -3.1636 -3.4339 -2.4409 0.0 0.0 0.0
H -2.4041 -5.3197 -3.8028 0.0 0.0 0.0
H -0.0704 -6.1293 -3.6258 0.0 0.0 0.0
H 1.5012 -5.0119 -2.0609 0.0 0.0 0.0
H 0.7621 -3.1016 -0.7297 0.0 0.0 0.0
I 2.6366 -0.6934 -0.7176 0.3 -2.7 -1.2
I 3.9122 -2.9130 -2.1275 0.2 0.2 0.0
```
Forces are in eV/Å.